1.
{"formula": "C20H25NO", "method": "ωB97M-V/def2-TZVPD", "elements": ["O", "N", "C", "C", "C", "C", "C", "C", "C", "C", "C", "C", "C", "C", "C", "C", "C", "C", "C", "C", "C", "C", "H", "H", "H", "H", "H", "H", "H", "H", "H", "H", "H", "H", "H", "H", "H", "H", "H", "H", "H", "H", "H", "H", "H", "H", "H"], "positions_angstrom": [[1.087, 0.037, -2.113], [-3.489, 0.005, -0.471], [2.422, 0.888, -0.327], [-2.804, 2.361, -0.325], [2.000, -1.734, 0.974], [-1.182, 0.559, -0.552], [-0.011, 0.384, 0.036], [-3.198, -1.395, -0.238], [1.252, -0.011, -0.704], [-2.493, 0.917, 0.107], [-4.873, 0.286, -0.159], [1.180, -2.497, -1.145], [4.796, 1.275, -0.255], [2.212, 2.184, 0.125], [1.365, -3.808, -0.742], [3.724, 0.445, -0.529], [-2.415, 0.858, 1.640], [3.286, 3.013, 0.403], [2.181, -3.045, 1.376], [1.503, -1.452, -0.293], [4.579, 2.559, 0.218], [1.865, -4.085, 0.518], [-3.056, 2.386, -1.382], [-2.082, -0.121, 1.974], [3.109, 4.016, 0.762], [2.008, -5.109, 0.833], [-5.120, 1.311, -0.419], [-1.262, 0.456, -1.626], [-5.493, -0.375, -0.765], [0.115, 0.447, 1.106], [-3.392, 1.063, 2.070], [1.203, 2.546, 0.263], [-2.144, -1.591, -0.424], [-1.928, 2.984, -0.161], [1.116, -4.615, -1.415], [5.803, 0.919, -0.411], [-3.627, 2.778, 0.249], [2.571, -3.254, 2.361], [2.254, -0.925, 1.644], [-1.721, 1.609, 2.008], [0.923, 0.954, -2.359], [5.417, 3.205, 0.436], [-3.790, -1.990, -0.935], [0.794, -2.271, -2.126], [3.890, -0.554, -0.904], [-3.443, -1.724, 0.784], [-5.131, 0.113, 0.898]], "forces_ev_per_a": [[-0.08, -0.22, -0.10], [-0.01, -0.03, -0.09], [-0.06, 0.07, -0.04], [0.01, -0.19, 0.10], [-0.05, 0.01, -0.05], [-0.01, 0.13, 0.14], [0.00, 0.05, -0.31], [-0.05, -0.04, -0.04], [-0.02, 0.16, 0.27], [0.15, 0.23, 0.12], [0.05, 0.03, -0.03], [0.01, 0.13, -0.05], [0.06, -0.10, -0.06], [-0.06, -0.13, 0.01], [-0.02, -0.11, 0.01], [0.00, 0.05, -0.01], [-0.04, -0.07, -0.35], [0.09, 0.15, 0.01], [0.00, -0.02, 0.11], [0.08, -0.06, -0.19], [0.01, 0.12, 0.04], [0.01, -0.12, 0.01], [-0.03, 0.03, -0.14], [0.04, -0.09, 0.11], [0.00, 0.08, 0.03], [0.02, -0.07, 0.02], [-0.09, 0.05, 0.01], [0.04, -0.04, -0.16], [-0.08, 0.02, 0.03], [-0.10, 0.01, 0.22], [-0.07, 0.03, 0.07], [-0.07, 0.02, 0.04], [0.00, -0.11, 0.01], [0.04, 0.06, 0.04], [-0.01, -0.06, -0.05], [0.08, -0.03, -0.01], [-0.13, 0.07, 0.03], [0.03, -0.02, 0.07], [0.04, 0.07, 0.06], [0.09, 0.07, 0.10], [0.03, 0.03, 0.03], [0.07, 0.05, 0.02], [0.01, -0.09, 0.04], [-0.04, 0.00, -0.10], [0.04, -0.10, -0.02], [0.02, -0.02, 0.03], [-0.02, 0.01, 0.01]], "e_above_lowest_kj_mol": 172.6, "max_force_ev_per_a": 0.36, "smiles": "CN(C)C(C)(C)/C=C/C(O)(c1ccccc1)c1ccccc1", "energy_ha": -907.07196, "e_lumo_ev": 0.74, "charge": 0, "mol_weight_g_mol": 295.43, "gap_ev": 9.11}

2.
{"formula": "C24H31N5O2", "method": "ωB97M-V/def2-TZVPD", "elements": ["O", "O", "N", "N", "N", "N", "N", "C", "C", "C", "C", "C", "C", "C", "C", "C", "C", "C", "C", "C", "C", "C", "C", "C", "C", "C", "C", "C", "C", "C", "C", "H", "H", "H", "H", "H", "H", "H", "H", "H", "H", "H", "H", "H", "H", "H", "H", "H", "H", "H", "H", "H", "H", "H", "H", "H", "H", "H", "H", "H", "H", "H"], "positions_angstrom": [[1.486, -3.257, 3.550], [0.397, 0.107, -0.138], [0.957, -3.881, 1.446], [-4.247, 4.949, -1.602], [5.509, -3.631, 1.857], [-1.457, 1.113, -0.902], [-2.386, 3.624, -1.815], [-2.715, 7.224, -1.265], [-1.258, -2.935, 1.038], [7.200, -2.223, 0.885], [1.260, -4.040, 0.045], [-4.103, 7.306, -1.262], [-0.932, -1.572, 1.660], [0.519, -2.986, -0.778], [-1.661, -0.400, 1.001], [3.458, -1.869, 1.262], [3.187, -3.072, 1.912], [5.770, -2.490, 1.234], [4.764, -1.577, 0.919], [-0.965, 3.369, -1.698], [-0.807, 0.278, -0.056], [-0.447, -4.026, 1.754], [-2.864, 1.454, -0.797], [4.263, -3.907, 2.194], [1.806, -3.404, 2.383], [-2.104, 6.002, -1.438], [-0.691, 1.879, -1.864], [-0.976, -3.026, -0.468], [-3.242, 2.466, -1.878], [-4.811, 6.132, -1.434], [-2.913, 4.864, -1.608], [2.337, -3.969, -0.112], [-2.608, -0.733, 0.576], [5.008, -0.654, 0.416], [-3.176, 2.000, -2.868], [-0.558, -3.946, 2.837], [-0.781, -5.018, 1.429], [4.112, -4.847, 2.709], [-3.485, 0.559, -0.919], [-0.599, 3.694, -0.714], [-1.393, -3.968, -0.837], [7.809, -3.075, 1.174], [0.913, -1.997, -0.547], [-5.894, 6.123, -1.439], [-1.029, 5.928, -1.444], [-1.476, -2.213, -0.997], [7.555, -1.337, 1.408], [0.932, -5.042, -0.260], [2.662, -1.176, 1.031], [-0.933, 1.556, -2.882], [-4.610, 8.248, -1.129], [0.140, -1.383, 1.602], [-3.072, 1.885, 0.190], [7.305, -2.049, -0.185], [-1.888, 0.362, 1.752], [-1.196, -1.619, 2.718], [0.683, -3.174, -1.840], [-0.416, 3.923, -2.470], [-4.265, 2.814, -1.725], [-2.115, 8.113, -1.133], [0.364, 1.667, -1.675], [-2.323, -3.140, 1.201]], "forces_ev_per_a": [[0.04, 0.13, 0.22], [0.39, -0.06, 0.13], [-0.13, -0.12, -0.04], [0.08, -0.21, -0.04], [0.44, -0.20, 0.04], [0.11, 0.16, -0.24], [0.14, -0.28, 0.03], [-0.18, -0.09, 0.00], [0.10, -0.10, 0.02], [0.00, 0.05, -0.02], [0.16, 0.12, -0.51], [0.05, 0.10, 0.01], [-0.16, -0.04, -0.05], [0.03, -0.22, 0.03], [0.38, -0.21, 0.15], [0.07, -0.21, 0.06], [0.37, 0.21, 0.11], [-0.04, 0.17, -0.11], [-0.07, -0.12, 0.08], [0.20, 0.04, -0.05], [-0.35, 0.03, -0.01], [-0.40, 0.10, 0.30], [-0.48, 0.01, 0.08], [-0.59, 0.07, 0.02], [0.16, -0.19, 0.05], [0.08, -0.06, 0.02], [0.31, 0.18, -0.08], [0.09, 0.15, 0.11], [-0.19, -0.30, 0.10], [-0.04, 0.25, 0.05], [-0.21, 0.33, -0.04], [-0.15, -0.09, 0.00], [-0.08, 0.09, 0.00], [0.03, 0.09, -0.04], [-0.10, -0.01, 0.07], [-0.04, -0.08, -0.13], [0.02, 0.02, 0.03], [-0.12, -0.07, 0.07], [-0.01, 0.11, 0.03], [0.05, 0.00, -0.09], [-0.07, 0.01, -0.06], [0.04, -0.01, 0.00], [0.06, -0.04, -0.04], [-0.08, 0.12, 0.01], [0.11, -0.03, 0.00], [-0.12, -0.01, -0.09], [0.09, 0.07, 0.00], [0.08, 0.02, 0.01], [-0.14, 0.08, -0.04], [0.08, 0.04, 0.04], [-0.07, 0.07, 0.01], [-0.02, 0.02, 0.09], [-0.08, -0.04, -0.09], [0.08, 0.04, -0.07], [-0.10, 0.03, -0.04], [0.04, 0.01, 0.01], [0.03, 0.02, -0.04], [0.04, -0.02, 0.09], [0.16, -0.24, -0.06], [0.05, 0.04, 0.00], [-0.19, 0.09, -0.12], [0.04, -0.02, 0.02]], "e_above_lowest_kj_mol": 25.1, "max_force_ev_per_a": 0.59, "smiles": "Cc1ccc(C(=O)N2CCC[C@H](CCC(=O)N3CCN(c4ccccn4)CC3)C2)cn1", "energy_ha": -1357.45283, "e_lumo_ev": 0.51, "charge": 0, "mol_weight_g_mol": 421.54, "gap_ev": 8.64}